(1)
ORCA calculation (wB97M-V/def2-TZVPD) on 13 unconnected molecules or ions with the total composition C6H37NO13 in a non-equilibrium geometry.

Bonds (Å) are listed after each position.
Element x y z (Å)
1 C 0.51 -0.55 2.40  C2 1.549, H9 1.143, H10 1.111, H11 1.103
2 C 0.93 -0.09 0.98  C1 1.549, C3 1.556, N6 1.490, H12 1.103
3 C 0.84 -1.22 -0.08  C2 1.556, C4 1.494, H13 1.122, H14 1.082
4 C 2.15 -1.74 -0.58  C3 1.494, C5 1.315, H15 1.090
5 C 2.44 -3.02 -0.56  C4 1.315, H16 1.065, H17 1.052
6 N 0.04 1.02 0.54  C2 1.490, C7 1.498, H18 1.013
7 C 0.03 2.34 1.26  N6 1.498, O8 1.405, H19 1.069, H20 1.132
8 O -0.99 2.48 2.20  C7 1.405, H21 0.960
9 H 1.00 -1.52 2.74  C1 1.143
10 H 0.94 0.10 3.19  C1 1.111
11 H -0.59 -0.54 2.45  C1 1.103
12 H 1.99 0.20 1.05  C2 1.103
13 H 0.21 -2.05 0.34  C3 1.122
14 H 0.13 -0.83 -0.80  C3 1.082
15 H 2.85 -0.93 -0.80  C4 1.090
16 H 1.78 -3.81 -0.29  C5 1.065
17 H 3.38 -3.39 -0.85  C5 1.052
18 H -0.94 0.78 0.45  N6 1.013
19 H 1.01 2.34 1.68  C7 1.069
20 H -0.08 3.12 0.45  C7 1.132
21 H -0.52 2.71 3.01  O8 0.960
22 H -4.74 -0.01 -0.32  O24 0.974
23 H -3.44 0.86 -0.57  O24 0.961
24 O -3.82 -0.02 -0.62  H22 0.974, H23 0.961
25 H 0.73 -1.75 -4.75  O27 0.949
26 H 1.39 -0.60 -3.86  O27 0.943
27 O 0.83 -0.82 -4.58  H25 0.949, H26 0.943
28 H -1.76 -2.50 -0.25  O30 1.024
29 H -2.31 -1.55 -1.46  O30 0.950
30 O -1.64 -2.19 -1.22  H28 1.024, H29 0.950
31 H 4.76 -2.01 2.08  O33 0.995
32 H 3.20 -1.92 2.19  O33 0.950
33 O 4.00 -1.66 2.63  H31 0.995, H32 0.950
34 H -1.96 3.99 -3.12  O36 0.962
35 H -1.37 2.51 -2.87  O36 0.972
36 O -1.53 3.40 -2.50  H34 0.962, H35 0.972
37 H -1.99 0.15 -2.45  O39 0.952
38 H -1.05 0.06 -3.69  O39 0.987
39 O -1.78 0.58 -3.27  H37 0.952, H38 0.987
40 H -2.23 -0.51 1.97  O42 0.953
41 H -2.87 -0.57 0.62  O42 0.980
42 O -2.62 -1.14 1.38  H40 0.953, H41 0.980
43 H -2.54 3.08 -0.93  O45 0.987
44 H -2.77 2.99 0.50  O45 0.937
45 O -2.92 2.46 -0.26  H43 0.987, H44 0.937
46 H 0.70 -4.15 -2.80  O48 0.978
47 H 0.72 -2.71 -2.68  O48 0.961
48 O 1.10 -3.38 -3.25  H46 0.978, H47 0.961
49 H 1.34 1.35 -1.33  O51 0.981
50 H 1.80 1.99 -2.64  O51 0.948
51 O 1.89 1.20 -2.13  H49 0.981, H50 0.948
52 H -2.44 1.22 4.72  O54 0.956
53 H -1.64 0.08 5.15  O54 0.971
54 O -1.56 0.86 4.58  H52 0.956, H53 0.971
55 H 3.77 0.95 2.74  O57 0.945
56 H 3.85 -0.08 3.82  O57 0.960
57 O 3.75 0.87 3.68  H55 0.945, H56 0.960

Summary:
Relative energy (zero: lowest compared OMol25 entry of this formula, charge and spin) ... 83.3 kcal per mole
Kohn-Sham gap ... 9.54 eV
LUMO level ... 0.3 eV

Results of the Löwdin charge analysis, in e, for atoms 1 through 6: number 1, C, carries -0.0521; number 2, C, carries -0.3575; number 3, C, carries -0.1927; number 4, C, carries -0.1769; number 5, C, carries -0.0033; number 6, N, carries -0.0196

(2)
ORCA calculation (wB97M-V/def2-TZVPD) on 13 unconnected molecules or ions with the total composition C6H37NO13 in a non-equilibrium geometry.

Bonds (Å) are listed after each position.
Element x y z (Å)
1 C -0.87 -1.49 0.03  O2 1.375, C3 1.566, H9 1.103, H10 1.112
2 O 0.09 -1.83 0.96  C1 1.375, H11 0.976
3 C -0.92 0.06 -0.20  C1 1.566, C4 1.530, H12 1.079, H13 1.133
4 C 0.35 0.81 0.18  C3 1.530, C5 1.508, H14 1.096, H15 1.039
5 C 0.68 1.88 -0.83  C4 1.508, C6 1.336, N8 1.400
6 C -0.31 2.49 -1.50  C5 1.336, H16 1.090, H17 1.117
7 C 2.78 1.93 0.24  N8 1.468, H18 1.056, H19 1.089, H20 1.094
8 N 2.05 2.09 -1.03  C5 1.400, C7 1.468, H21 1.024
9 H -0.78 -2.01 -0.94  C1 1.103
10 H -1.92 -1.78 0.22  C1 1.112
11 H -0.28 -1.71 1.85  O2 0.976
12 H -1.16 0.14 -1.25  C3 1.079
13 H -1.67 0.66 0.40  C3 1.133
14 H 1.10 0.02 0.11  C4 1.096
15 H 0.41 1.24 1.12  C4 1.039
16 H -0.13 3.02 -2.44  C6 1.090
17 H -1.39 2.46 -1.22  C6 1.117
18 H 2.37 2.54 0.99  C7 1.056
19 H 2.94 0.88 0.50  C7 1.089
20 H 3.79 2.26 -0.03  C7 1.094
21 H 2.43 2.83 -1.63  N8 1.024
22 H -3.63 -0.66 0.41  O24 0.948
23 H -3.79 0.81 0.35  O24 0.992
24 O -4.07 -0.01 -0.12  H22 0.948, H23 0.992
25 H 1.83 -4.43 -0.29  O27 0.948
26 H 0.61 -3.66 0.27  O27 0.960
27 O 0.88 -4.44 -0.21  H25 0.948, H26 0.960
28 H 4.43 0.28 -1.33  O30 0.949
29 H 3.03 0.45 -1.73  O30 0.983
30 O 3.83 -0.05 -1.99  H28 0.949, H29 0.983
31 H -1.70 -0.29 3.47  O33 0.973
32 H -2.19 0.59 2.34  O33 0.970
33 O -1.81 -0.29 2.50  H31 0.973, H32 0.970
34 H -2.22 3.39 0.90  O36 0.947
35 H -2.41 2.72 2.26  O36 0.949
36 O -2.37 2.56 1.33  H34 0.947, H35 0.949
37 H 0.03 4.46 1.24  O39 0.964
38 H 0.56 3.09 1.55  O39 0.972
39 O -0.24 3.63 1.65  H37 0.964, H38 0.972
40 H 0.13 -3.32 -3.51  O42 0.950
41 H -0.02 -4.35 -2.30  O42 0.955
42 O -0.33 -3.54 -2.71  H40 0.950, H41 0.955
43 H 3.42 -2.05 -1.65  O45 0.956
44 H 2.09 -2.38 -1.06  O45 0.957
45 O 2.98 -2.73 -1.13  H43 0.956, H44 0.957
46 H -3.22 -0.49 -2.78  O48 0.974
47 H -3.73 0.62 -1.85  O48 0.950
48 O -3.43 0.46 -2.73  H46 0.974, H47 0.950
49 H 1.52 2.07 3.58  O51 0.957
50 H 0.99 0.83 2.80  O51 0.975
51 O 1.47 1.67 2.71  H49 0.957, H50 0.975
52 H -2.88 -2.82 -2.00  O54 0.981
53 H -1.58 -2.37 -2.71  O54 0.995
54 O -2.52 -2.09 -2.55  H52 0.981, H53 0.995
55 H 1.56 -1.23 4.05  O57 0.943
56 H 1.97 -1.59 2.54  O57 0.957
57 O 1.28 -1.34 3.16  H55 0.943, H56 0.957

Summary:
Relative energy (zero: lowest compared OMol25 entry of this formula, charge and spin) ... 112.7 kcal per mole
Kohn-Sham gap ... 7.54 eV
LUMO level ... -0.3 eV

Results of the Löwdin charge analysis, in e, for atoms 1 through 6: number 1, C, carries -0.2634; number 2, O, carries -0.1053; number 3, C, carries -0.1565; number 4, C, carries -0.1487; number 5, C, carries -0.3654; number 6, C, carries 0.0432

(3)
ORCA calculation (wB97M-V/def2-TZVPD) on 13 unconnected molecules or ions with the total composition C6H37NO13 in a non-equilibrium geometry.

Bonds (Å) are listed after each position.
Element x y z (Å)
1 C 0.71 -0.62 0.03  N2 1.460, C5 1.565, H9 1.122, H10 1.104
2 N 2.00 -1.22 -0.30  C1 1.460, C3 1.360, H11 1.031
3 C 2.61 -2.15 0.48  N2 1.360, O4 1.211, H12 1.079
4 O 3.66 -2.69 0.19  C3 1.211
5 C 0.58 0.74 -0.74  C1 1.565, C6 1.531, H13 1.074, H14 1.087
6 C 0.20 1.93 0.15  C5 1.531, C7 1.583, C8 1.529, H15 1.090
7 C 0.14 3.33 -0.57  C6 1.583, H16 1.078, H17 1.035, H18 1.088
8 C -1.10 1.71 0.93  C6 1.529, H19 1.076, H20 1.074, H21 1.097
9 H 0.57 -0.56 1.14  C1 1.122
10 H -0.08 -1.27 -0.38  C1 1.104
11 H 2.26 -1.05 -1.28  N2 1.031
12 H 2.07 -2.39 1.38  C3 1.079
13 H -0.12 0.70 -1.54  C5 1.074
14 H 1.56 0.86 -1.20  C5 1.087
15 H 0.97 1.99 0.92  C6 1.090
16 H -0.31 3.07 -1.52  C7 1.078
17 H -0.43 4.11 -0.17  C7 1.035
18 H 1.14 3.75 -0.62  C7 1.088
19 H -2.01 1.68 0.36  C8 1.076
20 H -1.19 2.45 1.70  C8 1.074
21 H -1.23 0.70 1.35  C8 1.097
22 H 3.93 2.00 -0.02  O24 0.957
23 H 3.45 0.58 0.18  O24 0.953
24 O 3.99 1.26 0.58  H22 0.957, H23 0.953
25 H -0.13 -3.53 -2.62  O27 0.956
26 H -1.37 -2.75 -2.43  O27 1.012
27 O -0.79 -3.11 -3.17  H25 0.956, H26 1.012
28 H -2.73 -0.09 -1.45  O30 0.907
29 H -3.75 -0.36 -0.26  O30 0.965
30 O -3.14 -0.70 -0.92  H28 0.907, H29 0.965
31 H -2.31 -3.51 -0.17  O33 0.963
32 H -2.09 -2.00 -0.20  O33 0.979
33 O -1.61 -2.85 -0.22  H31 0.963, H32 0.979
34 H 2.02 -0.15 2.69  O36 0.978
35 H 1.72 -0.99 3.90  O36 0.970
36 O 1.38 -0.82 3.01  H34 0.978, H35 0.970
37 H -1.23 0.09 3.17  O39 0.964
38 H -2.15 -1.04 3.34  O39 0.993
39 O -2.08 -0.09 3.60  H37 0.964, H38 0.993
40 H 0.10 -0.40 -4.62  O42 0.951
41 H -0.41 -1.44 -3.47  O42 0.949
42 O 0.01 -0.62 -3.70  H40 0.951, H41 0.949
43 H 2.64 0.85 -3.87  O45 0.966
44 H 1.40 0.22 -3.13  O45 0.981
45 O 2.17 0.82 -3.03  H43 0.966, H44 0.981
46 H -4.09 -1.19 1.92  O48 0.987
47 H -3.23 0.02 2.20  O48 0.995
48 O -4.09 -0.21 1.77  H46 0.987, H47 0.995
49 H -1.88 2.28 -2.42  O51 0.979
50 H -1.17 1.17 -3.09  O51 0.985
51 O -1.96 1.73 -3.23  H49 0.979, H50 0.985
52 H -1.34 -2.18 1.76  O54 0.950
53 H -0.30 -1.96 2.91  O54 0.965
54 O -1.12 -2.40 2.66  H52 0.950, H53 0.965
55 H 2.33 2.71 3.05  O57 0.947
56 H 3.20 1.75 2.10  O57 0.979
57 O 2.59 1.82 2.86  H55 0.947, H56 0.979

Summary:
Relative energy (zero: lowest compared OMol25 entry of this formula, charge and spin) ... 53.4 kcal per mole
Kohn-Sham gap ... 9.80 eV
LUMO level ... 0.1 eV

Results of the Löwdin charge analysis, in e, for atoms 1 through 6: number 1, C, carries -0.1587; number 2, N, carries 0.0307; number 3, C, carries -0.3614; number 4, O, carries 0.0235; number 5, C, carries -0.1505; number 6, C, carries -0.3696

(4)
ORCA calculation (wB97M-V/def2-TZVPD) on 15 unconnected molecules or ions with the total composition C6H37NO14 in a non-equilibrium geometry.

Bonds (Å) are listed after each position.
Element x y z (Å)
1 C -0.82 -0.56 0.69  C2 1.473, H8 1.106, H9 1.091, H10 1.117
2 C 0.19 -0.49 -0.38  C1 1.473, C3 1.383, C6 1.453
3 C 0.36 -1.19 -1.56  C2 1.383, N4 1.401, H11 1.069
4 N 1.56 -0.84 -2.19  C3 1.401, C5 1.390, H12 1.014
5 C 2.09 0.24 -1.48  N4 1.390, C6 1.351, H13 1.079
6 C 1.31 0.43 -0.40  C2 1.453, C5 1.351, C7 1.496
7 C 1.53 1.49 0.63  C6 1.496, H14 1.099, H15 1.077, H16 1.083
8 H -0.37 -0.78 1.67  C1 1.106
9 H -1.66 -1.24 0.50  C1 1.091
10 H -1.24 0.46 0.90  C1 1.117
11 H -0.23 -1.96 -2.00  C3 1.069
12 H 1.50 -0.82 -3.20  N4 1.014
13 H 2.87 0.84 -1.92  C5 1.079
14 H 1.65 1.04 1.63  C7 1.099
15 H 2.48 2.00 0.58  C7 1.077
16 H 0.70 2.17 0.52  C7 1.083
17 H -4.23 -2.12 -1.37  O19 0.954
18 H -3.48 -2.38 -0.03  O19 0.956
19 O -3.38 -2.30 -0.98  H17 0.954, H18 0.956
20 H -1.31 -4.41 -0.20  O22 0.960
21 H 0.20 -3.78 -0.27  O22 0.961
22 O -0.66 -3.79 0.15  H20 0.960, H21 0.961
23 H 1.28 1.19 3.74  O25 0.964
24 H 0.90 2.19 2.64  O25 0.959
25 O 0.95 2.09 3.59  H23 0.964, H24 0.959
26 H -1.89 1.83 -2.56  O28 0.962
27 H -1.00 0.83 -3.25  O28 0.968
28 O -1.42 1.70 -3.38  H26 0.962, H27 0.968
29 H -0.46 -3.78 1.84  O31 0.986
30 H 0.73 -3.11 2.55  O31 0.957
31 O 0.04 -3.77 2.68  H29 0.986, H30 0.957
32 H 3.58 -1.58 -0.76  O34 0.966
33 H 4.75 -1.72 0.24  O34 0.962
34 O 4.20 -1.08 -0.21  H32 0.966, H33 0.962
35 H -2.33 3.78 0.68  O37 0.973
36 H -2.83 4.49 -0.40  O37 0.965
37 O -2.94 3.60 -0.05  H35 0.973, H36 0.965
38 H 2.79 -1.99 1.29  O40 0.962
39 H 1.36 -2.09 0.67  O40 0.965
40 O 2.05 -2.58 1.14  H38 0.962, H39 0.965
41 H -0.37 3.93 -1.43  O43 0.971
42 H -0.50 2.71 -0.71  O43 0.965
43 O -0.29 3.63 -0.51  H41 0.971, H42 0.965
44 H -4.70 0.73 -0.71  O46 0.962
45 H -4.06 1.48 -1.78  O46 0.965
46 O -4.91 1.07 -1.58  H44 0.962, H45 0.965
47 H -3.89 0.97 1.77  O49 0.962
48 H -3.75 -0.50 2.33  O49 0.946
49 O -4.18 0.06 1.69  H47 0.962, H48 0.946
50 H -2.67 -0.35 -3.26  O52 0.958
51 H -2.89 -1.88 -3.28  O52 0.958
52 O -2.23 -1.19 -3.41  H50 0.958, H51 0.958
53 H 4.13 1.01 1.97  O55 0.981
54 H 3.52 1.65 3.24  O55 0.958
55 O 3.84 0.82 2.89  H53 0.981, H54 0.958
56 H 4.76 0.50 0.35  O58 0.976
57 H 4.31 1.96 0.25  O58 0.957
58 O 5.07 1.42 0.44  H56 0.976, H57 0.957

Summary:
Relative energy (zero: lowest compared OMol25 entry of this formula, charge and spin) ... 71.1 kcal per mole
Kohn-Sham gap ... 8.81 eV
LUMO level ... -0.2 eV

Results of the Löwdin charge analysis, in e, for atoms 1 through 6: number 1, C, carries -0.0362; number 2, C, carries -0.2493; number 3, C, carries -0.0907; number 4, N, carries 0.0306; number 5, C, carries -0.1068; number 6, C, carries -0.2511